# 1
The following is a DFT calculation (ωB97M-V/def2-TZVPD) of C31H67FInN4O6 as an isolated structure.

Output
**Orbital gap**: 6.83 eV
**HOMO energy**: -4.6205 eV

```
! RIJCOSX wB97M-V def2-TZVPD def2/J DEFGRID3
* xyz -1 1
C -1.61 -1.00 0.50
C -0.76 0.07 -0.18
C 0.73 0.01 0.20
C 1.65 -0.18 -1.03
In 1.53 -2.25 -1.80
F 0.39 -3.28 -0.44
C 0.25 -2.26 -3.65
C -0.93 -3.16 -3.42
O -2.12 -2.84 -4.24
C -2.80 -1.80 -3.76
O -3.03 -0.78 -4.37
C 3.50 -3.17 -2.25
C 3.78 -4.55 -1.60
C 3.36 -4.57 -0.16
C 2.53 -5.56 0.35
C 2.08 -5.51 1.67
C 2.46 -4.46 2.48
C 3.31 -3.48 2.00
C 3.76 -3.53 0.69
H -1.41 -1.99 0.09
H -2.67 -0.79 0.37
H -1.43 -1.02 1.58
H -1.16 1.03 0.15
H -0.91 0.05 -1.26
H 0.89 -0.77 0.95
H 1.01 0.95 0.68
H 1.30 0.49 -1.81
H 2.68 0.04 -0.75
H 0.82 -2.60 -4.52
H -0.07 -1.23 -3.79
H -0.67 -4.20 -3.60
H -1.25 -3.11 -2.37
H -3.18 -1.94 -2.73
H 3.65 -3.27 -3.32
H 4.29 -2.50 -1.90
H 3.23 -5.32 -2.15
H 4.85 -4.77 -1.66
H 2.20 -6.36 -0.30
H 1.40 -6.26 2.03
H 2.08 -4.38 3.49
H 3.62 -2.65 2.62
H 4.40 -2.75 0.31
C -2.46 3.35 -3.13
C -3.23 3.93 -1.95
C -3.25 5.47 -1.93
O -2.06 6.08 -1.47
C -1.05 6.24 -2.45
N -2.70 3.34 -0.72
H -1.38 3.45 -3.00
H -2.67 2.29 -3.24
H -2.73 3.85 -4.07
H -4.27 3.61 -2.05
H -4.02 5.78 -1.21
H -3.53 5.87 -2.91
H -1.49 6.47 -3.43
H -0.42 5.35 -2.54
H -0.43 7.08 -2.14
H -3.27 3.62 0.07
H -1.79 3.75 -0.54
C -1.76 -1.14 5.90
C -0.75 -1.05 4.75
C -0.53 -2.37 4.02
O 0.30 -3.30 4.70
C -0.35 -4.11 5.66
N 0.50 -0.47 5.26
H -1.33 -1.65 6.76
H -2.05 -0.14 6.22
H -2.66 -1.67 5.59
H -1.16 -0.35 4.01
H 0.00 -2.16 3.08
H -1.48 -2.84 3.74
H -1.37 -4.36 5.35
H -0.38 -3.64 6.65
H 0.23 -5.03 5.74
H 1.13 -0.31 4.48
H 0.96 -1.19 5.82
C -8.83 5.72 1.08
C -7.37 5.68 1.51
C -6.43 5.15 0.42
O -6.44 3.75 0.25
C -7.45 3.23 -0.59
N -7.26 4.93 2.76
H -9.27 4.73 1.06
H -9.41 6.32 1.79
H -8.94 6.16 0.09
H -7.06 6.71 1.71
H -5.40 5.40 0.71
H -6.61 5.65 -0.55
H -7.65 3.91 -1.43
H -8.38 3.05 -0.04
H -7.09 2.28 -0.98
H -6.30 4.99 3.10
H -7.39 3.95 2.54
C 7.39 -2.52 -2.27
C 7.15 -1.01 -2.29
C 8.44 -0.18 -2.18
O 8.98 -0.10 -0.87
C 9.81 -1.19 -0.49
N 6.16 -0.69 -1.26
H 7.63 -2.88 -1.26
H 6.49 -3.04 -2.59
H 8.21 -2.80 -2.93
H 6.71 -0.77 -3.26
H 8.20 0.85 -2.45
H 9.20 -0.54 -2.88
H 10.39 -1.56 -1.34
H 9.23 -2.01 -0.07
H 10.49 -0.82 0.27
H 5.90 0.29 -1.33
H 6.61 -0.77 -0.35
*
```

=====

# 2
The following is a DFT calculation (ωB97M-V/def2-TZVPD) of C31H68AlNNbO6S2 as an isolated structure.

Output
**Orbital gap**: 2.81 eV
**HOMO energy**: -4.3512 eV
**Energy above the lowest of the compared OMol25 structures with the same formula, charge and spin**: 0.00 kJ/mol

```
! RIJCOSX wB97M-V def2-TZVPD def2/J DEFGRID3
* xyz -1 1
C -3.23 -4.30 0.24
C -3.41 -2.84 -0.23
C -4.29 -2.69 -1.48
C -3.55 -2.00 -2.63
C -3.92 -0.54 -2.93
C -4.28 0.36 -1.76
C -3.07 1.01 -1.07
C -2.67 2.23 -1.89
N -1.30 2.70 -1.52
C -1.28 3.41 -0.21
C -0.39 2.74 0.82
C -0.36 3.48 2.17
C 0.94 4.29 2.37
C 1.91 3.64 3.38
C 2.97 2.77 2.69
C 4.31 3.47 2.46
C 4.96 4.02 3.72
C -0.65 3.42 -2.52
S -1.38 4.49 -3.49
S 1.15 3.21 -2.67
C 1.37 1.77 -3.77
C 0.56 0.51 -3.49
C 1.40 -0.70 -3.04
Nb 2.58 -0.58 -1.12
C 4.35 -1.82 -1.90
C 4.49 -2.87 -0.82
C 5.82 -3.51 -0.57
C 5.82 -4.18 0.81
C 5.25 -3.22 1.87
C 5.16 -3.84 3.28
C 3.74 -4.24 3.69
H -2.18 -4.61 0.21
H -3.57 -4.44 1.27
H -3.80 -5.00 -0.37
H -3.85 -2.31 0.60
H -2.44 -2.39 -0.37
H -5.22 -2.19 -1.23
H -4.56 -3.70 -1.81
H -3.77 -2.55 -3.55
H -2.48 -2.11 -2.47
H -4.71 -0.47 -3.67
H -3.04 -0.10 -3.41
H -4.91 -0.12 -1.00
H -4.87 1.19 -2.16
H -2.22 0.32 -1.09
H -3.30 1.28 -0.05
H -2.66 1.96 -2.94
H -3.38 3.05 -1.73
H -0.92 4.43 -0.36
H -2.29 3.45 0.19
H 0.60 2.64 0.39
H -0.77 1.73 0.95
H -0.40 2.71 2.94
H -1.24 4.12 2.25
H 1.47 4.38 1.43
H 0.68 5.29 2.72
H 1.36 3.04 4.10
H 2.38 4.46 3.93
H 2.59 2.49 1.71
H 3.14 1.84 3.23
H 4.17 4.26 1.71
H 4.99 2.74 2.02
H 4.85 3.30 4.54
H 4.47 4.94 4.04
H 6.01 4.26 3.57
H 1.18 2.13 -4.77
H 2.43 1.51 -3.69
H 0.06 0.22 -4.43
H -0.23 0.69 -2.77
H 2.06 -1.01 -3.85
H 0.70 -1.52 -2.86
H 3.37 1.03 -1.52
H 1.11 0.13 -0.33
H 2.05 -2.20 -0.41
H 3.55 -0.42 0.49
H 4.09 -2.22 -2.88
H 5.25 -1.20 -1.97
H 4.23 -2.34 0.08
H 3.73 -3.63 -0.99
H 6.62 -2.76 -0.60
H 6.04 -4.24 -1.36
H 5.27 -5.12 0.80
H 6.84 -4.42 1.11
H 4.22 -2.91 1.59
H 5.89 -2.34 1.93
H 5.47 -3.09 4.00
H 5.86 -4.68 3.31
H 3.78 -4.67 4.68
H 3.28 -4.97 3.02
H 3.15 -3.33 3.74
Al 3.72 -1.25 1.72
O 1.50 -2.75 5.53
H 1.44 -3.38 6.26
H 1.50 -1.89 5.96
O -4.67 -0.39 1.40
H -5.29 -1.10 1.62
C -7.76 2.13 -3.11
C -7.16 1.51 -4.35
O -6.67 0.40 -4.33
C -7.19 2.33 -5.62
H -7.67 1.44 -2.28
H -7.23 3.06 -2.87
H -8.81 2.36 -3.28
H -6.64 3.26 -5.47
H -8.22 2.57 -5.89
H -6.72 1.77 -6.43
C -1.82 -1.75 5.68
O -2.08 -2.82 5.14
O -1.10 -1.60 6.70
O -2.27 -0.63 5.29
*
```